{"formula": "C31H26Br2N5OS2ScSe", "method": "ωB97M-V/def2-TZVPD", "lumo_energy_ev": [3.9, 3.9], "e_above_lowest_kj_mol": 0.0, "total_energy_ev": -289875.4366, "gap_ev": [4.037, 3.671], "charge": -2, "symbols": ["Sc", "C", "C", "C", "C", "C", "C", "Br", "C", "C", "Br", "C", "O", "C", "N", "H", "H", "H", "H", "H", "H", "S", "C", "C", "C", "C", "C", "C", "N", "C", "C", "C", "C", "C", "C", "C", "H", "H", "H", "H", "H", "H", "H", "H", "S", "C", "C", "N", "C", "H", "H", "H", "Se", "C", "N", "C", "C", "C", "C", "N", "H", "H", "H", "H", "H", "H", "H", "H", "H"], "positions_angstrom": [[-0.146985, -0.301303, -0.031646], [-1.745291, -3.489161, 0.877585], [-1.318023, -2.694995, 2.086343], [-1.582351, -3.155876, 3.347125], [-1.361629, -2.362327, 4.497497], [-0.967783, -1.013202, 4.309131], [-0.847589, -0.031556, 5.314810], [-1.170666, -0.505797, 7.142462], [-0.522380, 1.284383, 5.050044], [-0.293571, 1.653263, 3.733168], [0.130784, 3.470020, 3.335923], [-0.365407, 0.738379, 2.676041], [-0.150272, 1.073917, 1.405656], [-0.691462, -0.597798, 2.976317], [-0.757515, -1.455626, 1.880227], [-1.554767, -4.556027, 1.022853], [-1.231778, -3.155683, -0.019063], [-2.816744, -3.357581, 0.704143], [-2.007298, -4.149962, 3.448930], [-1.577716, -2.735328, 5.488090], [-0.449598, 2.012912, 5.844326], [3.468655, 1.686021, -2.266904], [3.744825, 2.066313, -0.578948], [4.663109, 2.951995, -0.037386], [4.713611, 3.111491, 1.344936], [3.841465, 2.383613, 2.155819], [2.919762, 1.498187, 1.618748], [2.854841, 1.327603, 0.229700], [1.991661, 0.504924, -0.447182], [2.201650, 0.533479, -1.795300], [1.447155, -0.185064, -2.749834], [1.414998, 0.218322, -4.117207], [0.474672, -0.283009, -4.992338], [-0.479085, -1.212186, -4.556191], [-0.399056, -1.694251, -3.250283], [0.575348, -1.273691, -2.345553], [5.333555, 3.511195, -0.683231], [5.423415, 3.803492, 1.786291], [3.871222, 2.521364, 3.231238], [2.236437, 0.950416, 2.255900], [2.103444, 0.987533, -4.453866], [0.457430, 0.070036, -6.018151], [-1.251660, -1.571992, -5.225483], [-1.094443, -2.453280, -2.907809], [-0.604160, 3.943099, -2.159367], [-1.575410, 2.849355, -3.058141], [-1.459310, 1.611844, -2.538819], [-0.621540, 1.528834, -1.442044], [-0.122694, 2.678056, -1.127580], [-2.157977, 3.168534, -3.907738], [-1.940367, 0.721080, -2.912548], [0.538170, 2.836025, -0.281469], [-3.009136, -0.334001, -0.162651], [-3.564051, -1.381077, -1.552451], [-3.930946, -2.047599, -2.431769], [1.789207, -3.447431, 0.447488], [1.805294, -2.857520, -0.963133], [3.191766, -2.233621, -1.192559], [1.641889, -4.000768, -1.977578], [0.678587, -1.917057, -1.078059], [2.715344, -4.001937, 0.633326], [0.948200, -4.127254, 0.581602], [1.702094, -2.656187, 1.194107], [3.943828, -3.027513, -1.129264], [3.417662, -1.479940, -0.434727], [3.272959, -1.766860, -2.178999], [2.403063, -4.774527, -1.820562], [1.735062, -3.627034, -3.002856], [0.649849, -4.448897, -1.868088]], "forces_ev_per_angstrom": [[0.05, -1.01, -0.24], [0.07, 0.01, 0.15], [0.07, 0.26, -0.21], [0.03, 0.03, 0.37], [0.02, 0.00, -0.18], [-0.02, -0.21, -0.04], [0.00, 0.04, -0.03], [0.00, -0.01, 0.00], [0.01, -0.08, -0.06], [0.08, 0.07, -0.11], [-0.02, -0.06, 0.02], [0.07, 0.42, -0.28], [-0.11, 0.11, 0.99], [-0.06, -0.44, -0.12], [0.09, 0.39, 0.01], [0.01, 0.00, 0.02], [0.13, 0.01, -0.09], [0.03, 0.03, 0.00], [0.01, 0.04, 0.02], [0.00, 0.00, -0.01], [0.00, -0.01, 0.01], [-0.01, -0.02, 0.07], [0.08, 0.09, -0.01], [-0.01, -0.04, -0.06], [-0.02, -0.01, -0.02], [-0.03, -0.02, -0.03], [0.02, 0.01, 0.08], [-0.17, -0.15, -0.27], [-0.10, 0.18, -0.10], [0.08, 0.11, 0.11], [-0.17, 0.12, 0.05], [0.00, -0.04, 0.16], [-0.04, -0.10, 0.12], [0.10, 0.09, 0.00], [0.04, -0.04, -0.05], [0.08, -0.13, -0.20], [-0.04, -0.03, 0.04], [-0.04, -0.05, -0.03], [-0.01, -0.02, -0.04], [0.05, 0.03, -0.03], [-0.03, -0.01, 0.00], [0.01, 0.01, 0.00], [0.02, 0.01, 0.04], [0.02, 0.02, -0.01], [-0.07, 0.31, -0.05], [0.06, 0.21, -0.10], [0.22, -0.19, 0.18], [-0.44, -0.23, -0.14], [0.22, 0.27, 0.10], [0.05, -0.05, 0.05], [0.02, -0.05, 0.08], [-0.09, -0.07, -0.07], [-0.29, 0.05, -0.04], [-0.03, -0.18, -0.36], [0.07, 0.18, 0.23], [0.01, 0.02, 0.00], [-0.11, -0.02, -0.05], [0.17, -0.05, 0.00], [-0.07, -0.04, -0.03], [0.08, 0.41, 0.03], [-0.06, -0.01, 0.00], [-0.08, 0.02, 0.02], [0.02, 0.02, 0.01], [0.04, 0.02, -0.01], [-0.02, -0.10, -0.06], [0.01, -0.13, 0.14], [-0.04, 0.04, -0.01], [-0.01, -0.03, 0.08], [0.05, 0.00, -0.01]]}